Density functional theory data (the ωB97M-V functional and the def2-TZVPD basis) for C37H42AgN11O6S2 as an isolated structure.

```
99
Properties=species:S:1:pos:R:3:forces:R:3
Ag 1.54132 0.30673 1.03975 0.14 0.03 -0.11
C 0.83307 -5.24313 1.86718 -0.08 -0.11 -0.11
N 1.52392 -4.06400 1.39160 -0.05 0.06 0.03
C 1.05685 -2.82402 1.20316 0.06 -0.06 0.05
N 1.98848 -2.07467 0.64737 0.00 0.02 0.16
C 3.03739 -2.92818 0.52632 -0.05 0.02 -0.16
N 2.79646 -4.14760 0.95089 0.07 -0.02 -0.02
C 0.22525 -6.06034 0.74430 0.05 0.02 0.00
C 0.11643 -7.44019 0.86295 0.00 0.02 -0.01
C -0.45688 -8.18972 -0.15578 0.00 -0.01 0.03
C -0.92215 -7.57417 -1.30569 -0.02 0.00 -0.05
C -0.81400 -6.19359 -1.42802 0.01 0.11 0.15
C -0.24406 -5.44296 -0.40304 -0.04 -0.05 -0.03
C -1.30077 -5.49868 -2.61602 -0.11 0.01 -0.26
N -1.60733 -5.95925 -3.78009 0.09 -0.16 0.19
N -1.99511 -4.87408 -4.54629 -0.06 0.18 -0.07
C -1.89592 -3.83319 -3.79023 -0.04 -0.20 -0.08
O -1.46295 -4.15560 -2.54688 0.06 0.08 0.13
C -2.16058 -2.42834 -4.08415 0.02 0.03 0.09
C -2.27706 -1.99096 -5.39740 -0.02 -0.04 -0.02
C -2.46080 -0.63839 -5.64147 0.02 -0.16 0.07
C -2.52552 0.26351 -4.59124 0.07 -0.05 -0.29
C -2.43450 -0.17537 -3.27181 0.04 -0.08 0.04
C -2.55789 0.85132 -2.17360 0.05 -0.37 -0.20
N -2.07412 0.42250 -0.87353 0.19 -0.32 -0.04
C -0.92411 -0.17192 -0.55094 -0.18 0.03 0.08
N -0.82754 -0.28448 0.76529 -0.14 -0.04 -0.03
C -1.97059 0.30477 1.20293 0.08 -0.16 0.02
N -2.75678 0.74095 0.24800 0.00 -0.22 0.15
C -2.25719 -1.52581 -3.02601 -0.01 -0.05 -0.03
H 0.05693 -4.91835 2.56210 0.02 0.03 0.02
H 1.55736 -5.84472 2.41310 -0.01 0.03 0.05
H 0.07115 -2.48576 1.48106 -0.01 -0.01 0.01
H 3.98644 -2.64416 0.10269 0.00 0.00 0.01
H 0.48578 -7.93472 1.75378 0.01 0.00 -0.01
H -0.53822 -9.26306 -0.04765 0.00 0.00 -0.02
H -1.37282 -8.14358 -2.10729 0.02 -0.01 0.00
H -0.16455 -4.37048 -0.52112 0.02 0.00 -0.01
H -2.21731 -2.70966 -6.20333 0.04 0.00 -0.01
H -2.54384 -0.27980 -6.65878 0.00 -0.01 -0.01
H -2.66738 1.32216 -4.78294 0.08 -0.58 -0.12
H -3.60311 1.12769 -2.03645 0.01 -0.24 -0.07
H -2.01445 1.75451 -2.46188 -0.09 -0.89 0.36
H -0.18492 -0.49129 -1.26875 0.00 0.07 -0.01
H -2.23386 0.38002 2.24490 0.02 0.06 0.01
H -2.19375 -1.89760 -2.01256 0.01 0.01 0.00
C 3.09052 -3.19393 4.37678 0.01 0.02 -0.04
C 3.77734 -1.89172 4.74755 -0.04 0.05 -0.22
S 3.35447 -0.58425 3.54290 0.21 -0.03 0.63
O 1.85764 -0.54359 3.49575 -0.08 -0.02 -0.02
C 3.87630 0.81404 4.60696 -0.14 -0.14 -0.17
C 2.92812 1.04536 5.77202 0.01 -0.03 0.00
H 3.27845 -3.94849 5.14097 0.00 0.01 0.00
H 3.45409 -3.57692 3.42323 -0.01 -0.01 -0.03
H 2.01411 -3.03423 4.30350 0.01 -0.02 0.00
H 4.86561 -1.97954 4.71358 0.00 0.01 0.05
H 3.47019 -1.55259 5.73491 0.00 0.01 0.02
H 3.87946 1.66804 3.93461 0.05 0.05 -0.04
H 4.90248 0.59878 4.91120 0.02 0.04 -0.01
H 1.89853 0.92051 5.43529 0.00 0.03 0.02
H 3.04603 2.05903 6.15381 0.02 0.00 -0.01
H 3.10878 0.35953 6.59847 -0.02 0.00 0.00
C -4.15339 5.85445 2.00800 -0.02 -0.02 -0.05
C -3.74459 5.37889 0.64090 -0.01 0.00 0.01
C -3.49430 6.28142 -0.38754 0.02 -0.01 -0.04
C -3.08201 5.83917 -1.63628 -0.01 0.01 -0.04
C -2.92935 4.47956 -1.85010 -0.02 0.09 -0.10
C -3.19875 3.55654 -0.84904 0.01 0.03 -0.02
C -3.60459 4.01347 0.38972 0.01 0.04 0.00
S -2.36672 3.92838 -3.42666 0.12 0.77 0.04
O -3.18537 2.84054 -3.89121 -0.32 0.87 -0.05
O -2.19398 5.07466 -4.27795 -0.02 -0.07 0.08
N -0.90636 3.25048 -3.02109 0.06 0.54 -0.16
C 0.06416 4.14829 -2.36515 0.01 0.20 -0.01
C 1.33766 3.39114 -2.07280 0.01 -0.10 0.02
C 1.14551 2.25023 -1.07286 -0.08 -0.02 0.08
O 0.40309 2.47169 -0.07585 0.11 0.23 0.06
O 1.77546 1.19330 -1.28760 0.01 -0.08 -0.02
H -4.29886 6.93337 2.02495 -0.01 0.00 0.01
H -3.38970 5.60059 2.74507 0.00 0.01 0.01
H -5.08213 5.37612 2.32188 0.00 0.01 0.01
H -3.61805 7.34305 -0.21200 0.00 0.00 0.01
H -2.88396 6.52536 -2.44827 0.03 0.05 0.04
H -3.08809 2.49736 -1.03461 -0.16 0.80 0.40
H -3.81402 3.29946 1.17725 0.04 -0.05 -0.04
H -0.51369 2.83759 -3.86414 -0.02 -0.12 -0.04
H -0.37143 4.47622 -1.42127 -0.03 -0.05 -0.03
H 0.26778 5.02937 -2.98278 -0.05 -0.04 -0.02
H 2.04461 4.08923 -1.61613 0.07 0.00 -0.05
H 1.80154 2.99386 -2.97705 -0.01 0.05 -0.03
N 2.67629 3.28939 1.46476 -0.20 -0.01 -0.05
C 3.61583 4.20416 1.16619 0.07 0.04 0.00
C 4.80427 3.52586 1.01863 0.02 -0.03 0.04
C 4.46540 2.17902 1.22645 -0.02 0.00 0.14
N 3.17389 2.04674 1.49535 0.10 -0.08 -0.14
H 1.66609 3.37469 1.38465 0.05 -0.01 -0.04
H 3.38175 5.25279 1.09435 -0.04 -0.01 -0.04
H 5.77485 3.93205 0.79550 -0.02 0.04 0.00
H 5.10230 1.30919 1.20073 -0.02 -0.01 -0.01
```
Positions in Å, forces in eV/Å.

2S+1 = 1
energy above the lowest of the compared OMol25 structures with the same formula, charge and spin = 79.9 kJ/mol
HOMO energy = -8.15 eV
total charge = 0

Density functional theory data (the ωB97M-V functional and the def2-TZVPD basis) for C4H7NO as an isolated structure at a distorted geometry.

```
13
Properties=species:S:1:pos:R:3:forces:R:3
C 1.62386 0.10435 0.25785 7.12 -0.41 0.57
C 0.55776 -0.05898 -0.78244 -1.98 1.66 1.36
C -0.68902 0.90153 -0.32260 -0.29 -1.12 0.29
C -1.21392 -0.36856 0.41925 0.86 1.40 -1.04
H 1.21960 0.66886 1.51242 1.46 -1.95 -3.76
H 0.94083 0.08646 -1.81738 -0.25 -0.70 0.81
H -1.40170 1.13085 -1.11793 0.57 0.26 -0.16
H -0.57517 1.75109 0.38974 0.47 -0.41 -0.98
H -0.97965 -0.22292 1.45408 0.06 -0.65 0.79
H -2.21229 -0.62726 0.23395 -1.62 -0.13 0.26
H 0.16914 -1.93070 0.19871 -0.76 0.88 -1.21
N -0.35583 -1.22289 -0.39375 2.58 -0.94 0.70
O 2.91639 -0.21184 -0.03192 -8.23 2.12 2.38
```
Positions in Å, forces in eV/Å.

2S+1 = 1
energy above the lowest of the compared OMol25 structures with the same formula, charge and spin = 429.4 kJ/mol
HOMO energy = -9.63 eV
total charge = 0

Density functional theory data (the ωB97M-V functional and the def2-TZVPD basis) for the molecule C2H4N2OS at a distorted geometry.

```
10
Properties=species:S:1:pos:R:3:forces:R:3
C -0.83428 0.37427 -0.17082 1.12 -0.60 0.78
C 1.55152 0.62351 0.06101 1.21 1.34 -1.68
N -1.41214 -1.92852 -0.11674 -1.76 -4.06 0.62
N -0.56563 -1.18478 -0.42462 2.76 4.34 -0.96
O 0.25336 1.14308 -0.03399 -2.10 -0.23 -0.42
S -2.30933 0.95818 -0.02884 -0.71 0.10 -0.14
H 2.22560 1.43754 -0.47119 -1.15 -2.32 0.67
H 1.50958 -0.41038 -0.23656 0.83 -0.13 -0.88
H 1.83994 0.61348 1.06479 0.43 0.20 1.80
H -2.25862 -1.62639 0.35696 -0.63 1.36 0.22
```
Positions in Å, forces in eV/Å.

2S+1 = 1
energy above the lowest of the compared OMol25 structures with the same formula, charge and spin = 392.8 kJ/mol
SMILES string = [H]/N=N\C(=S)OC
HOMO energy = -9.03 eV
total charge = 0

Density functional theory data (the ωB97M-V functional and the def2-TZVPD basis) for C19H44N4O2P2ReSi as an isolated structure at a distorted geometry.

```
73
Properties=species:S:1:pos:R:3:forces:R:3
Re 0.06351 -0.07375 -0.11937 -4.81 1.31 -2.11
Si 2.04748 0.20394 -1.33370 1.96 -0.29 -1.50
P 0.41337 -2.28822 -0.13252 0.88 -2.81 0.04
N 0.55917 -0.00002 1.59314 0.94 0.01 1.43
H -1.54916 -0.87573 -0.75106 1.98 0.02 1.43
C -0.96438 -3.26737 0.59438 -0.18 0.11 -0.06
H -0.80480 -4.34039 0.42640 0.02 0.22 0.10
H -1.90853 -2.95854 0.12832 0.24 -0.12 0.11
H -1.02583 -3.06874 1.67363 0.03 -0.01 -0.29
C 0.73837 -3.21754 -1.68422 -0.20 0.04 -0.07
H 0.78217 -4.28900 -1.44441 0.02 0.25 -0.09
H 1.69427 -2.90851 -2.12607 -0.23 -0.01 0.14
H -0.06508 -3.04714 -2.41207 0.19 0.04 0.17
C 1.79364 -2.95501 0.90571 -0.09 0.12 -0.04
H 1.80738 -4.05168 0.83425 0.00 0.27 0.00
H 1.64157 -2.67027 1.95489 0.03 0.02 -0.26
H 2.75776 -2.55815 0.56813 -0.21 -0.04 0.06
C 2.18897 -0.01535 -3.20231 -0.14 0.15 -0.07
H 1.58181 0.74998 -3.70029 0.05 -0.31 0.01
H 1.87343 -1.01036 -3.53498 -0.02 0.22 -0.02
H 3.24187 0.13284 -3.48269 -0.22 -0.06 0.07
H 2.48401 1.62210 -1.16739 0.08 0.09 0.24
H 3.19390 -0.63894 -0.87551 0.12 0.07 0.32
C 1.35406 0.25537 2.66713 -0.01 -0.18 0.23
C 1.62760 0.88338 5.00523 0.02 -0.23 -0.23
C 0.83996 0.34329 3.99773 0.22 -0.06 -0.63
C 2.74243 0.51137 2.46060 -0.41 0.16 -0.04
C 3.51499 1.04056 3.48433 -0.19 -0.21 -0.02
C 2.95436 1.25081 4.74699 0.10 0.23 0.32
H 1.19883 1.01001 6.00029 0.21 -0.06 -0.19
H -0.17484 -0.02263 4.16892 0.33 0.29 0.06
H 3.15141 0.32177 1.46239 -0.12 0.18 0.36
H 4.56148 1.28234 3.29196 -0.26 -0.07 0.12
H 3.55875 1.68498 5.54645 -0.18 -0.14 -0.25
C -1.74567 -0.33194 -2.51923 -1.31 -1.73 -1.00
O -0.67020 0.31416 -2.21331 2.17 1.05 1.47
C -3.11026 0.04299 -2.02102 -0.48 0.11 -0.31
H -3.85888 -0.20746 -2.78917 0.09 0.15 0.20
H -3.18395 1.11354 -1.80681 0.02 -0.10 -0.06
H -3.38487 -0.52560 -1.12199 -0.22 0.31 0.03
C -1.72177 -1.08925 -3.82351 -0.17 0.01 0.22
H -2.49763 -1.86494 -3.82519 0.14 0.07 -0.13
H -0.74598 -1.54904 -4.01116 -0.10 0.11 0.03
H -1.93927 -0.39983 -4.65265 0.04 -0.06 -0.19
C -0.65623 3.84188 3.41608 -0.03 -0.14 0.15
N -0.88148 2.74344 2.46927 -0.09 0.17 -0.18
C -1.86849 1.76659 2.95526 0.08 -0.03 -0.12
P -0.90739 3.06083 0.83763 0.24 0.39 0.46
O -0.84721 1.80752 0.02050 -0.37 0.27 0.22
N -2.25514 3.88227 0.35767 -0.39 0.19 0.09
C -3.47309 3.14394 0.00313 -0.02 0.03 -0.06
C -2.54778 5.23110 0.85055 -0.02 -0.11 0.00
N 0.33900 4.11920 0.60863 -0.19 -0.03 -0.18
C 0.40466 4.75982 -0.71335 0.13 0.09 -0.05
C 1.66700 3.71453 1.08496 0.29 -0.12 0.08
H -0.12271 3.43509 4.28742 -0.12 0.13 -0.16
H -1.61110 4.27208 3.75918 0.21 -0.01 -0.06
H -0.04614 4.63139 2.96632 -0.20 -0.20 0.11
H -2.90282 2.13048 2.83363 0.18 -0.05 0.08
H -1.75108 0.80946 2.43063 -0.03 0.31 0.10
H -1.67723 1.59692 4.02071 -0.10 0.05 -0.24
H -3.25644 2.08201 -0.13590 -0.01 0.31 0.04
H -4.24343 3.24870 0.78637 0.24 -0.01 -0.14
H -3.88082 3.55269 -0.93277 0.05 -0.16 0.19
H -3.05950 5.20247 1.82675 0.11 0.06 -0.20
H -1.63780 5.83302 0.93838 -0.15 -0.18 0.02
H -3.22008 5.71702 0.13072 0.16 -0.05 0.15
H 1.07692 5.62378 -0.62985 -0.16 -0.16 -0.07
H 0.80675 4.07733 -1.47981 -0.15 0.15 0.18
H -0.58659 5.10893 -1.01787 0.27 -0.13 0.00
H 2.32638 4.58877 0.99947 -0.11 -0.21 0.08
H 1.63810 3.39434 2.13405 -0.02 0.03 -0.33
H 2.09070 2.89789 0.47292 -0.15 0.29 0.26
```
Positions in Å, forces in eV/Å.

2S+1 = 4
HOMO energy (alpha / beta) = -4.61 / -7.52 eV
total charge = 0

Number 1: DFT total energy -3432.2351 a.u.. Number 2: DFT total energy -286.4681 a.u.. Number 3: DFT total energy -661.4359 a.u.. Number 4: DFT total energy -2170.2582 a.u..